No. 1
{
  "formula": "C20H56F6O11P",
  "method": "ωB97M-V/def2-TZVPD",
  "species": ["H", "F", "H", "H", "O", "O", "C", "H", "C", "H", "F", "H", "P", "H", "C", "C", "C", "O", "F", "H", "C", "H", "H", "C", "H", "O", "H", "H", "C", "H", "H", "H", "O", "H", "O", "F", "H", "O", "C", "H", "C", "O", "H", "F", "H", "H", "H", "C", "H", "H", "H", "H", "H", "H", "H", "H", "O", "F", "H", "H", "H", "H", "H", "C", "H", "C", "H", "H", "H", "C", "H", "H", "H", "H", "C", "H", "H", "O", "C", "H", "H", "H", "H", "H", "H", "O", "C", "H", "C", "H", "C", "H", "C", "H"],
  "positions_angstrom": [[16.892, 27.395, 18.673], [13.596, 20.187, 14.066], [9.307, 25.822, 17.993], [24.669, 23.882, 9.115], [16.834, 26.358, 12.710], [11.188, 17.558, 17.743], [24.671, 21.991, 10.173], [12.190, 18.454, 19.260], [24.349, 21.178, 8.881], [24.312, 21.578, 11.115], [15.661, 19.300, 14.070], [10.500, 18.154, 19.633], [15.062, 20.705, 13.540], [17.898, 26.777, 20.032], [9.852, 27.690, 16.882], [11.374, 17.743, 19.129], [9.673, 19.872, 6.501], [21.130, 21.189, 16.048], [14.751, 19.998, 12.083], [25.104, 21.404, 8.128], [8.633, 19.699, 5.388], [15.889, 27.783, 11.685], [22.148, 22.209, 17.584], [22.696, 22.877, 9.159], [13.270, 14.267, 11.042], [19.305, 17.299, 20.268], [10.560, 17.851, 6.718], [18.334, 13.359, 16.405], [15.900, 27.361, 12.690], [15.001, 26.838, 13.017], [24.281, 20.091, 8.924], [17.720, 17.863, 18.970], [23.021, 21.638, 8.484], [7.684, 19.275, 5.717], [13.656, 15.096, 12.890], [15.215, 21.327, 15.160], [14.209, 13.232, 12.047], [17.741, 16.764, 7.957], [17.691, 26.712, 18.963], [17.113, 25.382, 17.840], [21.827, 22.287, 16.545], [19.132, 13.866, 16.240], [23.836, 23.955, 10.650], [14.382, 22.086, 13.070], [21.263, 23.219, 16.565], [8.905, 28.151, 17.166], [14.408, 15.653, 13.100], [14.069, 14.280, 11.783], [9.312, 19.210, 3.397], [17.500, 18.196, 20.646], [16.367, 25.560, 12.970], [18.600, 13.347, 14.357], [20.198, 13.880, 14.465], [8.339, 20.673, 4.998], [14.947, 14.753, 11.342], [22.232, 23.629, 8.521], [10.091, 27.785, 15.460], [16.582, 21.266, 13.206], [16.087, 28.138, 13.432], [8.903, 17.811, 4.236], [11.590, 16.836, 19.694], [10.938, 25.824, 17.084], [22.690, 22.540, 15.929], [9.902, 26.158, 17.145], [18.666, 26.905, 18.516], [9.391, 18.774, 4.393], [10.641, 28.225, 17.411], [17.744, 18.767, 8.353], [20.416, 21.502, 15.487], [19.212, 14.075, 14.888], [9.325, 19.558, 7.485], [17.551, 16.506, 20.009], [8.175, 25.373, 16.064], [19.514, 17.746, 21.091], [9.216, 25.633, 15.873], [17.436, 16.834, 7.049], [10.181, 20.837, 6.485], [17.480, 25.367, 18.727], [24.038, 23.309, 9.796], [25.696, 22.220, 10.466], [19.186, 18.229, 7.571], [8.562, 26.962, 14.275], [18.858, 17.863, 9.300], [9.725, 24.700, 15.626], [21.999, 22.588, 9.946], [10.731, 18.728, 4.797], [10.718, 18.817, 6.239], [11.689, 19.050, 6.677], [9.487, 26.658, 14.765], [10.238, 26.289, 14.067], [18.433, 17.924, 8.298], [18.843, 15.032, 14.518], [17.990, 17.502, 19.963], [11.525, 18.330, 17.284]],
  "lowdin_charge": [0.08, -0.22, 0.11, 0.11, -0.11, -0.11, -0.17, 0.08, -0.17, 0.11, -0.19, 0.06, 0.25, 0.08, -0.19, -0.18, -0.17, -0.10, -0.19, 0.10, -0.15, 0.08, 0.07, -0.18, 0.07, -0.10, 0.12, 0.08, -0.20, 0.08, 0.11, 0.08, -0.16, 0.10, -0.12, -0.27, 0.06, -0.11, -0.20, 0.08, -0.20, -0.09, 0.11, -0.18, 0.07, 0.11, 0.07, -0.16, 0.11, 0.08, 0.08, 0.07, 0.08, 0.10, 0.08, 0.11, -0.17, -0.20, 0.07, 0.11, 0.07, 0.11, 0.07, -0.15, 0.08, -0.23, 0.11, 0.07, 0.08, -0.21, 0.11, 0.07, 0.10, 0.08, -0.19, 0.07, 0.12, -0.11, -0.19, 0.10, 0.07, 0.11, 0.08, 0.11, 0.12, -0.13, -0.20, 0.12, -0.17, 0.12, -0.19, 0.08, -0.21, 0.08],
  "gap_ev": 10.2165,
  "homo_ev": -8.08,
  "charge": -1,
  "lumo_energy_ev": 2.14
}

***

No. 2
{
  "formula": "C20H57BF4NO9",
  "method": "ωB97M-V/def2-TZVPD",
  "species": ["H", "H", "F", "C", "C", "H", "C", "H", "H", "C", "F", "C", "C", "H", "O", "H", "H", "C", "H", "C", "H", "H", "O", "F", "C", "H", "H", "C", "H", "H", "C", "N", "H", "H", "O", "H", "H", "C", "H", "H", "H", "B", "H", "H", "H", "H", "C", "H", "H", "H", "O", "H", "H", "C", "H", "H", "O", "H", "F", "H", "H", "O", "C", "H", "O", "H", "O", "C", "H", "H", "O", "H", "H", "C", "H", "H", "H", "H", "H", "H", "C", "H", "C", "H", "H", "H", "H", "C", "H", "H", "H", "H"],
  "positions_angstrom": [[3.310, -4.092, 2.239], [4.520, 2.783, -2.478], [0.685, 1.064, -1.560], [2.250, -4.201, 2.059], [-2.177, -1.347, 4.115], [4.628, 1.670, -0.376], [2.864, 2.056, 3.110], [-0.983, -5.932, -2.949], [-1.428, 1.261, 2.662], [1.572, -3.045, 1.405], [0.741, -1.247, -1.306], [-0.250, 4.500, -3.021], [-1.179, 3.486, -3.576], [5.767, -0.705, 3.054], [3.450, 0.984, -2.725], [6.039, -0.175, -0.436], [5.794, -2.294, 1.978], [-1.335, -0.375, 3.295], [3.728, 1.963, 3.836], [-2.318, -0.543, -4.468], [-3.533, -0.311, 1.456], [-0.029, 5.295, -3.657], [0.104, -3.906, -2.159], [-0.981, -0.167, -0.333], [-4.723, -1.985, 0.722], [-5.382, -1.825, 1.540], [2.993, 2.461, 2.146], [-1.020, 3.198, 0.944], [4.356, -1.872, 2.974], [-1.781, -3.216, -1.752], [3.743, 2.242, -0.734], [1.330, 3.864, 4.401], [-0.736, 3.407, 0.072], [-1.744, -3.549, -3.364], [6.041, -0.454, 0.396], [-0.089, 2.614, 1.259], [-1.550, -5.944, -1.348], [-1.715, -5.461, -2.250], [-2.325, -1.514, -4.553], [-3.528, -0.068, -0.217], [-5.105, -2.439, -0.131], [0.322, -0.071, -0.708], [-1.798, 4.159, -4.104], [2.972, 1.711, -0.357], [2.501, 1.020, -2.495], [0.565, 4.013, -2.557], [-1.316, -3.955, -2.396], [-0.279, -0.506, 3.626], [-1.857, 3.666, 2.941], [-2.724, -5.676, -2.382], [1.535, -1.940, 2.304], [-3.189, -1.336, 3.564], [0.576, -3.269, 1.075], [1.965, 3.081, 3.814], [-3.636, 0.696, -3.241], [2.178, -2.598, 0.582], [-1.861, 2.104, 0.834], [-1.238, -0.695, 2.233], [1.172, 0.110, 0.437], [0.993, -1.269, 1.826], [4.057, -0.299, 1.007], [-1.409, 2.615, -2.489], [-4.115, -0.465, 0.563], [4.442, -1.848, 0.416], [-1.736, 0.878, 3.456], [-0.609, 2.174, -2.361], [-5.286, 0.409, 0.655], [-1.553, 4.287, 1.922], [-0.815, 5.068, 2.171], [2.343, 1.017, 2.970], [-4.120, -1.226, -3.049], [2.858, 2.774, -2.734], [-0.690, 5.282, -2.218], [3.741, 2.198, -2.245], [-1.638, 1.457, 0.322], [-2.116, -1.191, 5.161], [-3.866, -2.700, 0.907], [-1.625, 0.189, -4.300], [-3.052, -0.080, -5.275], [0.371, -2.991, -1.685], [4.885, -0.955, 1.010], [-0.576, 2.869, -4.227], [5.239, -1.576, 2.361], [-1.751, -2.355, 3.801], [-4.722, -0.832, -2.656], [-5.133, 1.500, 0.587], [2.039, -5.067, 1.775], [-3.037, -0.187, -3.161], [3.639, 3.210, -0.156], [-2.317, -0.203, -2.337], [-2.146, 4.921, 1.574], [1.807, -4.311, 2.965]],
  "lowdin_charge": [0.08, 0.07, 0.06, -0.05, -0.06, 0.08, -0.05, 0.09, 0.03, -0.29, 0.14, -0.11, -0.30, 0.13, -0.03, 0.00, 0.00, -0.43, 0.09, -0.04, 0.06, 0.04, -0.14, 0.18, -0.03, 0.05, 0.02, -0.26, 0.07, 0.09, -0.07, 0.10, 0.02, 0.11, -0.03, 0.14, 0.03, -0.07, 0.00, 0.06, 0.02, -1.21, 0.10, 0.00, 0.08, 0.05, -0.30, 0.11, 0.15, 0.04, -0.12, 0.09, 0.11, -0.26, 0.11, 0.11, -0.03, 0.11, 0.08, 0.05, 0.07, -0.06, -0.24, 0.13, -0.03, 0.01, -0.19, -0.01, 0.07, 0.11, -0.03, 0.13, 0.13, -0.39, -0.05, 0.05, 0.08, 0.03, 0.12, 0.12, -0.33, 0.11, -0.07, 0.09, -0.09, 0.18, -0.01, -0.22, 0.10, 0.09, -0.04, 0.05],
  "gap_ev": 9.6628,
  "homo_ev": -7.05,
  "e_above_lowest_ev": 1.915,
  "charge": -1,
  "lumo_energy_ev": 2.61
}